Entry 1:
This record from the Open Molecules 2025 dataset describes a structure of composition C39H45AsBrF4N7O3PS3V. The level of theory is the ωB97M-V functional and the def2-TZVPD basis.

XYZ file:
```
105
Properties=species:S:1:pos:R:3:mulliken_charge:R:1
V 0.785 1.026 -1.266 1.055
F -7.004 0.576 1.855 -0.288
C -5.708 0.572 2.128 0.412
C -5.266 0.300 3.410 0.336
F -6.142 0.057 4.376 -0.298
C -3.909 0.295 3.675 0.020
F -3.519 0.067 4.926 -0.399
C -2.955 0.530 2.688 0.036
P -1.155 0.586 3.091 1.648
C -1.008 -0.901 4.155 0.751
C 0.026 -0.992 5.086 -0.854
C 0.202 -2.150 5.829 -0.725
C -0.636 -3.237 5.638 -0.693
C -1.629 -3.174 4.673 -0.912
C -1.799 -2.024 3.920 -0.328
C -1.356 2.032 4.219 0.841
C -1.728 3.213 3.571 -0.675
C -1.864 4.391 4.284 -0.710
C -1.582 4.415 5.644 -0.649
C -1.196 3.250 6.285 -0.689
C -1.106 2.054 5.584 -0.623
C -3.423 0.818 1.398 -0.281
Br -2.273 1.251 -0.077 0.078
C -4.786 0.839 1.132 0.236
F -5.211 1.123 -0.097 -0.325
H 0.695 -0.156 5.234 0.533
H 0.999 -2.194 6.559 0.439
H -0.504 -4.134 6.227 0.416
H -2.274 -4.026 4.503 0.468
H -2.571 -2.000 3.159 0.195
H -1.917 3.202 2.502 0.262
H -2.185 5.293 3.777 0.445
H -1.661 5.342 6.195 0.401
H -0.975 3.270 7.343 0.443
H -0.848 1.147 6.111 0.555
N -0.823 3.297 -3.309 -0.323
C -0.555 3.659 -2.041 -0.211
N 0.175 2.962 -1.194 1.004
C 0.376 3.651 -0.006 -1.288
C -0.214 4.863 0.061 -0.022
S -1.071 5.196 -1.402 -0.239
C 1.158 2.898 0.950 -1.240
C 1.735 3.260 2.115 0.307
S 2.569 1.918 2.806 -0.201
C 2.064 0.913 1.462 -0.683
N 1.366 1.582 0.563 1.717
N 2.379 -0.377 1.321 0.028
H -0.690 2.317 -3.534 0.232
H -1.536 3.803 -3.804 0.259
H -0.212 5.588 0.855 0.530
H 1.720 4.209 2.620 0.498
H 2.765 -0.840 2.130 0.367
H 1.618 -0.917 0.805 -0.199
C 4.221 2.416 -0.541 -1.238
As 3.074 1.513 -1.855 1.254
C 4.291 0.029 -2.211 -1.106
C 3.483 2.767 -3.323 -1.412
H 5.200 2.617 -0.979 0.543
H 4.353 1.780 0.334 0.359
H 3.776 3.363 -0.234 0.366
H 5.164 0.368 -2.769 0.430
H 3.778 -0.757 -2.759 0.232
H 4.607 -0.372 -1.247 0.348
H 4.554 2.762 -3.529 0.429
H 3.195 3.762 -2.981 0.416
H 2.933 2.546 -4.236 0.394
C 1.873 -1.205 -8.772 -1.558
C 1.481 -1.148 -7.325 0.929
C 0.455 -1.950 -6.831 -0.839
C 0.105 -1.916 -5.491 -0.447
C 0.779 -1.061 -4.636 -0.575
C 1.795 -0.247 -5.109 -0.302
C 2.151 -0.300 -6.445 -0.952
S 0.232 -0.838 -2.966 1.765
O -0.813 -1.781 -2.689 -0.754
O 1.397 -0.916 -2.070 -0.321
O -0.246 0.577 -2.946 -0.921
H 1.026 -1.469 -9.402 0.386
H 2.640 -1.968 -8.913 0.302
H 2.280 -0.253 -9.107 0.389
H -0.075 -2.608 -7.506 0.398
H -0.692 -2.531 -5.097 0.550
H 2.305 0.416 -4.422 -0.117
H 2.944 0.336 -6.817 0.425
C 0.506 -4.564 -1.474 -1.198
N 0.710 -3.694 -0.324 0.116
C 2.102 -3.384 -0.059 -1.124
C -0.246 -2.758 -0.029 0.338
N 0.084 -1.549 0.316 0.735
N -1.533 -3.227 -0.011 0.541
C -1.859 -4.571 0.424 -1.255
C -2.657 -2.347 -0.227 -0.951
H 1.156 -4.262 -2.301 0.376
H -0.517 -4.488 -1.827 0.370
H 0.725 -5.602 -1.215 0.340
H 2.682 -4.298 -0.183 0.370
H 2.207 -3.048 0.971 0.315
H 2.481 -2.613 -0.736 0.272
H -0.720 -1.033 0.658 -1.165
H -0.950 -5.092 0.710 0.394
H -2.378 -5.133 -0.357 0.323
H -2.512 -4.513 1.301 0.404
H -2.946 -1.793 0.675 0.101
H -3.509 -2.953 -0.534 0.568
H -2.430 -1.656 -1.036 0.103
```

The total energy is -9811.232529 Eh. The calculation puts the HOMO-LUMO gap (spin up / spin down) at 0.2916 / 0.3090 Eh. For the largest force on an atom, the calculation gives 2.5 eV Å⁻¹. The spin multiplicity is 4. Its charge is +1.

***

Entry 2:
This record from the Open Molecules 2025 dataset describes an isolated molecule of C18H22N2O. The level of theory is the ωB97M-V functional and the def2-TZVPD basis.

XYZ file:
```
43
Properties=species:S:1:pos:R:3:nbo_charge:R:1
O 0.132 2.661 1.214 -0.735
C 0.170 1.267 0.893 0.111
C -0.888 0.643 1.804 -0.389
C -0.591 -0.844 2.193 -0.251
C -0.612 -2.041 1.155 -0.031
C -1.499 -2.461 0.182 -0.194
C -1.319 -3.648 -0.553 -0.227
C -0.167 -4.385 -0.329 -0.209
C 0.824 -3.991 0.537 -0.248
C 0.670 -2.760 1.217 0.184
N 1.477 -2.152 2.138 -0.366
C 2.825 -2.265 2.451 0.158
N 3.087 -1.268 3.263 -0.424
C 1.807 -0.521 3.464 -0.119
C 0.826 -1.132 2.729 0.117
C -0.001 1.283 -0.681 -0.252
C -1.413 1.726 -1.189 -0.424
C -1.489 2.965 -1.999 -0.409
C -0.739 2.688 -3.284 -0.406
C 0.658 1.979 -2.921 -0.407
C 1.004 1.980 -1.512 -0.397
H -0.358 3.168 0.514 0.466
H 1.083 0.854 1.211 0.186
H -1.933 0.717 1.273 0.211
H -0.895 1.128 2.711 0.229
H -1.303 -1.272 2.919 0.246
H -2.447 -1.922 -0.040 0.211
H -2.088 -3.935 -1.217 0.213
H -0.135 -5.102 -1.130 0.222
H 1.752 -4.513 0.707 0.218
H 3.490 -2.949 2.094 0.205
H 1.759 0.512 3.927 0.225
H 0.159 0.242 -0.906 0.210
H -2.053 1.948 -0.283 0.207
H -1.909 0.936 -1.780 0.215
H -2.586 3.162 -2.249 0.217
H -1.076 3.842 -1.472 0.192
H -0.441 3.606 -3.881 0.214
H -1.287 1.969 -3.840 0.202
H 0.691 0.991 -3.377 0.198
H 1.640 2.388 -3.282 0.214
H 2.015 1.500 -1.528 0.216
H 1.159 3.008 -1.142 0.199
```

The total energy is -883.744688 Eh. Its SMILES is O[C@@H](C[C@H]1c2ccccc2-n2cncc21)C1CCCCC1. The calculation puts the HOMO-LUMO gap at 0.3293 Eh. For the largest force on an atom, the calculation gives 6.0 eV Å⁻¹. Its charge is 0.

***

Entry 3:
This record from the Open Molecules 2025 dataset describes a structure of composition C8H19CdGeNOSSe3Te. The level of theory is the ωB97M-V functional and the def2-TZVPD basis.

XYZ file:
```
36
Properties=species:S:1:pos:R:3:nbo_charge:R:1
Cd -3.604 0.069 1.155 1.428
Se -3.624 -1.942 -0.434 -0.323
Se -4.850 -1.012 -2.160 -0.118
Te -6.336 0.622 -0.934 0.255
Se -4.483 2.085 -0.145 -0.716
O -2.449 -0.249 5.520 -0.905
S -2.313 -0.060 4.088 1.356
N -3.520 -0.227 3.239 -1.263
C 2.649 3.205 -0.870 -0.602
C 1.369 2.944 -0.089 -0.387
C 0.754 1.589 -0.431 -0.410
C -0.529 1.333 0.365 -0.824
Ge -1.238 -0.399 -0.200 1.051
C -0.466 -1.985 0.653 -0.836
C 1.037 -2.129 0.389 -0.403
C 1.408 -2.237 -1.084 -0.399
C 2.901 -2.451 -1.289 -0.601
H 3.078 4.174 -0.619 0.218
H 2.462 3.191 -1.946 0.205
H 3.401 2.442 -0.657 0.203
H 0.636 3.729 -0.291 0.203
H 1.569 2.984 0.986 0.201
H 1.491 0.803 -0.238 0.200
H 0.544 1.549 -1.505 0.209
H -1.267 2.114 0.170 0.251
H -0.347 1.319 1.441 0.239
H -1.377 -0.487 -1.718 -0.139
H -1.020 -2.849 0.287 0.238
H -0.655 -1.911 1.726 0.242
H 1.395 -3.019 0.915 0.215
H 1.577 -1.290 0.842 0.196
H 1.098 -1.331 -1.619 0.191
H 0.844 -3.056 -1.541 0.204
H 3.475 -1.621 -0.872 0.202
H 3.154 -2.535 -2.345 0.215
H 3.235 -3.364 -0.791 0.207
```

The total energy is -10561.363178 Eh. The calculation puts the HOMO-LUMO gap at 0.2276 Eh. For the largest force on an atom, the calculation gives 1.7 eV Å⁻¹. Its charge is 0.

***

Entry 4:
This record from the Open Molecules 2025 dataset describes a cluster of 2 separate species, C3H4NOS in total. The level of theory is the ωB97M-V functional and the def2-TZVPD basis.

XYZ file:
```
10
Properties=species:S:1:pos:R:3:nbo_charge:R:1
C -0.053 -0.426 0.460 0.210
C 1.941 -0.110 -0.090 0.367
C -1.016 0.259 -0.624 -0.742
N -0.395 -0.799 1.596 -0.728
O 2.368 -0.812 -0.959 -0.628
S 2.270 1.314 0.662 -0.375
H -0.669 1.333 -0.660 0.232
H -0.823 -0.286 -1.565 0.211
H -2.196 0.274 -0.556 0.166
H -1.427 -0.748 1.735 0.286
```

The total energy is -644.879104 Eh. The calculation puts the HOMO-LUMO gap at 0.2492 Eh. For the largest force on an atom, the calculation gives 3.0 eV Å⁻¹. Its charge is -1.

***

Table of energy relative to the best compared isomer or geometry (same formula, charge and spin) (eV), in record order: 0.317; 4.373; 1.349; 1.475